45
Properties=species:S:1:pos:R:3:forces:R:3:nbo_charge:R:1 method="wB97M-V/def2-TZVPD" fmax_ev_per_a=9.447 gap_ev=9.094 multiplicity=1 energy_ev=-21085.0927 de_lowest_kcal_mol=186.78 homo_energy_ev=-8.78
H -1.033274 0.503323 -1.205948 1.293 1.596 -1.117 0.46
C 2.698276 -1.765127 -0.244008 1.294 0.158 0.044 -0.65
C -2.495984 -0.752067 -1.268068 -4.631 0.461 -1.220 0.06
H -4.204204 -1.962147 -0.966788 -0.120 0.017 0.363 0.23
H 2.632186 -2.570627 -0.975378 0.289 0.198 -0.373 0.20
H 4.478396 -3.941117 0.733752 -0.741 0.150 -0.764 0.23
H -3.955044 0.889193 -1.031268 0.024 -0.214 0.324 0.21
H -2.077114 0.173663 0.351312 -1.172 1.803 -0.073 0.53
H 0.410016 -1.057337 -1.650458 0.698 -0.557 -0.688 0.16
H -0.923164 2.050393 2.427042 0.309 0.494 0.481 0.19
H -1.894304 2.419693 0.190692 -0.602 -0.412 0.107 0.10
C -0.874564 2.738533 0.406492 1.211 0.692 0.042 0.09
H 0.039616 4.516983 1.124022 -0.006 0.212 -0.270 0.21
H -0.322124 0.878983 1.385762 0.579 0.292 -0.348 0.18
H 1.031486 -0.183817 -0.412138 -0.333 1.254 -0.018 0.21
H 5.167976 -2.974817 1.817022 0.035 0.215 0.793 0.21
H -1.316204 -0.787087 0.314202 2.366 -4.104 2.258 0.42
H 0.780426 2.193843 1.756682 -0.193 0.268 0.060 0.23
O -1.589484 -0.103717 -0.427708 -8.215 3.218 -3.378 -0.61
H -0.753984 -0.727487 1.718572 0.435 -0.617 0.700 0.44
H 2.604296 -0.761087 -0.657728 0.446 -0.753 -0.292 0.22
O 4.094566 -0.555187 1.262092 -0.089 -0.558 1.574 -0.70
O -0.099634 2.671243 -0.738478 0.468 4.930 2.252 -0.76
H -2.735244 1.169813 -2.239928 0.122 0.008 -0.040 0.24
C -0.953604 4.178173 0.829342 -0.571 0.364 0.545 -0.60
H -0.056244 1.786733 -1.109078 0.130 -0.107 -0.432 0.45
C 0.785956 -0.051027 -1.465798 -0.516 -1.189 0.028 -0.30
H -3.527524 -1.231487 0.566452 -0.500 0.117 -0.056 0.20
H 3.450376 -3.341937 2.033662 -0.287 0.413 -0.167 0.21
H 4.927126 -1.603227 -0.122488 -0.218 -0.649 -0.581 0.17
C -3.314684 -1.672557 -0.407328 0.286 -1.049 -0.160 -0.64
H -2.129204 -1.363707 -2.092378 1.233 0.593 0.261 0.24
H -2.712874 -2.558557 -0.204998 -0.208 -0.175 0.137 0.24
C -3.373134 0.397213 -1.810648 0.096 0.224 -0.754 -0.65
H -4.075804 0.141743 -2.603808 0.054 -0.447 0.084 0.23
H -1.590584 4.243473 1.711442 -0.060 0.120 0.197 0.19
H 1.804436 -1.906517 0.363582 0.309 -0.017 0.694 0.22
H 3.752586 -0.903367 2.088782 -0.160 0.997 0.753 0.46
H 1.675166 0.210623 -2.039348 -0.352 -0.016 -0.152 0.20
O -0.622514 -1.145787 0.867702 4.379 -4.911 6.686 -1.00
C 4.064306 -1.750607 0.527072 -1.817 -0.999 -1.950 0.09
O -0.294324 0.792463 -1.746288 3.403 -1.077 -6.030 -0.72
C 4.208566 -3.053327 1.305682 1.999 0.067 0.635 -0.67
H -1.415984 4.814783 0.075002 0.345 0.002 -0.157 0.21
C -0.264944 1.952843 1.563712 -1.014 -1.012 0.004 -0.65